Entry from the Open Molecules 2025 dataset: one molecule with the formula C8H11N in a non-equilibrium geometry (ωB97M-V with the def2-TZVPD basis set).

Each line ends with the natural charge from an NBO analysis.
Atoms and positions in Å:
C  0.973046  -0.678120  1.555350  -0.2778
C  -0.156772  0.022029  1.553126  -0.1003
C  -1.127918  -1.273649  0.063577  0.5597
C  1.932722  -0.435425  0.411766  -0.4571
C  1.094893  -0.649865  -0.873258  -0.3747
C  -0.416709  0.917626  0.383415  -0.2842
C  -0.381660  -0.242750  -0.651992  -0.3735
C  -1.787047  1.580784  0.403521  -0.5966
N  -1.706286  -2.317761  0.235036  -0.6393
H  1.164759  -1.485428  2.243874  0.2033
H  2.322546  0.584367  0.425479  0.2127
H  2.773908  -1.124636  0.442034  0.2189
H  1.489826  -0.046259  -1.691926  0.2226
H  1.143418  -1.700798  -1.169139  0.2030
H  0.347863  1.686956  0.209956  0.2055
H  -0.880173  -0.021141  -1.602552  0.2483
H  -1.806235  2.380439  1.141490  0.2198
H  -2.549398  0.848905  0.665459  0.2125
H  -2.025676  2.003910  -0.572370  0.1942
H  -1.831733  -3.109578  -0.387366  0.4029

Forces on atoms 1 to 3 (eV/Å):
C 0.53 0.37 -0.07
C -1.20 -0.57 -0.60
C 0.00 -0.73 1.96

Computed properties:
molar mass: 121.2 g mol⁻¹
E_LUMO (spin up / spin down): 0.3135 / 0.3102 eV
largest force on an atom: 2.1 eV/Å
total energy: -366.00639 Eh
HOMO (spin up / spin down): -0.2648 / -0.2645 Eh
orbital gap (spin up / spin down): 7.52 / 7.51 eV

---

Entry from the Open Molecules 2025 dataset: one molecule with the formula C8H11N in a non-equilibrium geometry (ωB97M-V with the def2-TZVPD basis set).

Each line ends with the natural charge from an NBO analysis.
Atoms and positions in Å:
C  -0.228008  0.828467  -1.158031  -0.0332
C  -0.179739  2.014042  -0.170190  -0.4093
C  -0.395701  1.025755  1.034705  -0.3852
C  0.065389  -0.098479  0.043921  -0.1449
C  1.575166  -0.393974  0.395779  -0.1700
C  1.696392  -1.739750  0.641608  -0.2465
C  0.405225  -2.415589  0.460694  -0.2192
C  -0.518143  -1.490270  0.174007  -0.1862
H  -1.646607  -0.400211  -1.971587  0.3586
H  -2.276127  0.866651  -1.176807  0.3521
H  0.583236  0.852543  -1.931269  0.1972
H  -0.937283  2.752657  -0.339187  0.2098
H  0.803661  2.565363  0.007436  0.2162
H  0.241883  1.320887  1.928256  0.2153
H  -1.446155  0.903900  1.457633  0.2101
H  2.384688  0.352627  0.618759  0.2197
H  2.554965  -2.363337  0.927852  0.2139
H  0.344866  -3.472612  0.755615  0.2169
H  -1.503419  -1.761436  0.078997  0.2004
N  -1.524292  0.652763  -1.778192  -0.8156

Forces on atoms 1 to 3 (eV/Å):
C 1.48 0.45 -0.09
C 0.45 0.39 1.05
C -0.57 0.95 0.91

Computed properties:
molar mass: 121.2 g mol⁻¹
E_LUMO: 0.8708 eV
largest force on an atom: 3.0 eV/Å
total energy: -366.09417 Eh
HOMO: -0.3113 Eh
orbital gap: 9.34 eV

---

- total energy of number 1 (C8H11N)?
  -366.00639 Eh

---

What did the second record say?
Entry from the Open Molecules 2025 dataset: one molecule with the formula C8H11N in a non-equilibrium geometry (ωB97M-V with the def2-TZVPD basis set).

Each line ends with the natural charge from an NBO analysis.
Atoms and positions in Å:
C  -0.228008  0.828467  -1.158031  -0.0332
C  -0.179739  2.014042  -0.170190  -0.4093
C  -0.395701  1.025755  1.034705  -0.3852
C  0.065389  -0.098479  0.043921  -0.1449
C  1.575166  -0.393974  0.395779  -0.1700
C  1.696392  -1.739750  0.641608  -0.2465
C  0.405225  -2.415589  0.460694  -0.2192
C  -0.518143  -1.490270  0.174007  -0.1862
H  -1.646607  -0.400211  -1.971587  0.3586
H  -2.276127  0.866651  -1.176807  0.3521
H  0.583236  0.852543  -1.931269  0.1972
H  -0.937283  2.752657  -0.339187  0.2098
H  0.803661  2.565363  0.007436  0.2162
H  0.241883  1.320887  1.928256  0.2153
H  -1.446155  0.903900  1.457633  0.2101
H  2.384688  0.352627  0.618759  0.2197
H  2.554965  -2.363337  0.927852  0.2139
H  0.344866  -3.472612  0.755615  0.2169
H  -1.503419  -1.761436  0.078997  0.2004
N  -1.524292  0.652763  -1.778192  -0.8156

Forces on atoms 1 to 3 (eV/Å):
C 1.48 0.45 -0.09
C 0.45 0.39 1.05
C -0.57 0.95 0.91

Computed properties:
molar mass: 121.2 g mol⁻¹
E_LUMO: 0.8708 eV
largest force on an atom: 3.0 eV/Å
total energy: -366.09417 Eh
HOMO: -0.3113 Eh
orbital gap: 9.34 eV

---

- Number 1 is which compound?
  C8H11N

---

- What is the formula in the first record?
  C8H11N